one | C9H11N3 in the gas phase, computed with ωB97M-V/def2-TZVPD.

## Properties
frontier orbital gap = 9.32 eV
HOMO energy = -8.54 eV
LUMO = 0.8 eV
net charge = 0
2S+1 = 1

Cartesian coordinates (Å):
C 1.5884 2.0797 -0.2666
C 0.9695 0.9521 -0.4854
C 1.4345 -0.1464 -1.4629
C 0.7948 -1.4209 -0.8446
C -0.3569 -0.9168 0.0298
C -1.2197 -1.9732 0.6817
C -0.2984 0.3942 0.2665
N -1.0566 1.2151 1.0971
C -1.3644 2.5317 0.8490
N -2.2270 2.9143 1.7280
C -2.4063 1.8207 2.5062
N -1.6508 0.7839 2.1475
H 2.5176 2.3323 -0.8646
H 1.4286 2.9328 0.5000
H 0.9256 -0.0157 -2.4920
H 2.4953 -0.3389 -1.3138
H 1.5473 -1.8471 -0.0020
H 0.3807 -2.0877 -1.5771
H -2.1308 -1.7506 1.0471
H -0.6655 -2.3717 1.5089
H -1.2456 -2.8213 0.0116
H -0.9752 3.1309 -0.0076
H -3.1935 1.8137 3.4040

two | C9H11N3 in the gas phase, computed with ωB97M-V/def2-TZVPD.

## Properties
frontier orbital gap = 9.43 eV
HOMO energy = -9.62 eV
LUMO = -0.2 eV
net charge = 0
2S+1 = 1

Cartesian coordinates (Å):
C 1.8027 -3.4638 1.4659
C -0.1075 -3.4959 -0.0637
C 0.8167 -1.9209 -1.8048
C 0.1921 1.0209 -1.4779
C -1.4409 -0.3424 -0.0394
C 0.5928 0.7371 0.8988
C 0.5615 -2.9990 0.9437
C 1.0022 -1.1740 -0.7576
C 0.0361 0.0019 -0.2990
N 2.8945 -3.6506 1.8328
N -0.3438 -3.7517 -1.2176
N 0.1885 -2.9303 -2.2393
H 1.0022 1.7528 -1.2489
H 0.3561 0.4516 -2.3668
H -0.7229 1.6518 -1.5421
H -1.9843 -0.7413 -0.9347
H -1.8118 0.6249 0.3073
H -1.3866 -1.0255 0.8217
H 1.6342 1.0299 0.6767
H -0.2061 1.4327 1.2820
H 0.6701 -0.0317 1.6853
H 0.1524 -2.3203 1.6982
H 1.9449 -1.1077 -0.2141

one comes first in stability; the runner-up is 0.1347 hartree higher.

one | 2 unconnected molecules or ions with the total composition C9H17N4, computed with ωB97M-V/def2-TZVPD.

## Properties
frontier orbital gap (alpha / beta) = 6.96 / 6.52 eV
HOMO energy (alpha / beta) = -10.50 / -10.34 eV
LUMO (alpha / beta) = -3.5 / -3.8 eV
net charge = +1
2S+1 = 1

Cartesian coordinates (Å):
C 1.5086 0.6404 -2.1356
C 0.5756 -1.5981 -2.4252
C 0.6627 -0.2227 -3.0363
C -0.2143 1.9832 1.6152
C -0.9818 1.4624 0.3938
C -0.5035 0.9393 2.6955
C -1.1177 0.0036 0.6516
C 1.1941 -0.7839 -0.4237
C -1.9425 -0.9256 -0.1451
N 1.7253 0.3662 -0.9021
N 0.8088 -1.8342 -1.1882
N 1.6381 -1.1415 0.9301
N -0.7022 -0.2938 1.9259
H 2.0069 1.5043 -2.5465
H 0.3463 -2.4444 -3.0546
H -0.3414 0.2121 -3.1413
H 1.0856 -0.2703 -4.0432
H 0.8509 2.0262 1.3907
H -0.5404 2.9730 1.9193
H -1.9779 1.9114 0.3164
H -0.4599 1.6820 -0.5399
H 0.3084 0.8233 3.4138
H -1.4181 1.1871 3.2433
H -1.8932 -0.6699 -1.1983
H -2.9904 -0.8643 0.1582
H -1.6199 -1.9582 -0.0222
H 1.8288 -2.1478 0.9676
H 2.4795 -0.6024 1.1613
H 0.8413 -0.8945 1.6139
H -1.1575 -1.0630 2.4055

two | 2 unconnected molecules or ions with the total composition C9H17N4, computed with ωB97M-V/def2-TZVPD.

## Properties
frontier orbital gap = 8.99 eV
HOMO energy = -11.99 eV
LUMO = -3.0 eV
net charge = +1
2S+1 = 1

Cartesian coordinates (Å):
C -1.4794 -1.0776 -1.6582
C -2.0569 -0.5090 -0.3498
C -0.7418 -0.2934 -2.4555
C 0.3414 0.2415 2.9713
C 1.4801 -0.5241 3.4090
C 1.3882 -0.1165 1.9566
C -0.6909 1.4973 -0.8279
C 1.6646 -1.0828 -0.3399
C 1.2140 -1.1686 0.9061
N -1.4412 0.7606 0.0510
N -0.5281 1.0566 -2.0817
N -0.1702 -0.5611 -3.6781
N -0.1372 2.6904 -0.4412
H -1.6209 -2.2163 -1.8582
H -3.0699 -0.4132 -0.4581
H -0.5804 -0.4439 2.9925
H 0.2399 1.2375 3.2253
H 2.2119 0.0752 3.9479
H 1.5393 -1.6002 3.4059
H 2.0609 0.6048 1.7485
H 2.1262 -0.2339 -0.5827
H -2.0439 -1.0977 0.5914
H 1.5857 -1.9133 -0.9386
H 0.8593 -2.0098 1.3513
H -1.0107 0.6353 0.9528
H -0.1321 1.5225 -2.8607
H -0.1826 -1.5787 -3.7216
H -0.5464 -0.1226 -4.5085
H 0.1503 3.4002 -1.0674
H -0.4294 3.2411 0.3185

one comes first in stability; the runner-up is 0.0325 hartree higher.